{"formula": "C16H29MoN3P2", "method": "ωB97M-V with the def2-TZVPD basis set", "elements": ["Mo", "H", "H", "P", "P", "C", "H", "H", "H", "C", "H", "H", "H", "C", "H", "H", "H", "C", "H", "H", "H", "C", "H", "H", "H", "C", "H", "H", "H", "H", "H", "N", "C", "C", "C", "C", "C", "C", "C", "N", "C", "C", "N", "C", "H", "H", "H", "H", "H", "H", "H"], "positions_angstrom": [[0.0569, -0.2706, -1.5757], [2.7507, 0.2216, -2.0578], [2.7154, -0.4852, -1.5338], [-0.0593, 1.9014, -2.4632], [-0.1609, -2.2158, -2.7232], [-1.3066, -3.2651, -1.8301], [-1.1629, -4.3069, -2.2009], [-1.1353, -3.2433, -0.7318], [-2.3486, -2.9266, -2.0164], [-0.3821, -2.6810, -4.4609], [0.4355, -2.2404, -5.0459], [-0.3607, -3.7782, -4.5124], [-1.3389, -2.2733, -4.8014], [1.4218, -3.0795, -2.3800], [1.7457, -3.0604, -1.3340], [1.2425, -4.1232, -2.6697], [2.2272, -2.6648, -2.9958], [-0.4305, 2.5360, -4.1116], [-0.2781, 3.6426, -4.1420], [0.2457, 2.0282, -4.8344], [-1.4816, 2.2632, -4.3517], [-1.0329, 3.0108, -1.3906], [-0.7227, 2.9143, -0.3391], [-0.8526, 4.0419, -1.7349], [-2.1000, 2.7526, -1.4665], [1.5937, 2.6867, -2.2124], [2.3543, 2.2503, -2.8626], [1.4782, 3.7483, -2.4656], [1.9345, 2.6055, -1.1772], [0.5372, -0.0937, -3.1375], [-0.5161, -0.1698, -3.2067], [-0.8158, 2.7089, 8.7620], [-0.7269, 2.1297, 7.7576], [-0.6131, 1.4359, 6.5018], [-1.2422, 1.9460, 5.3467], [-1.0961, 1.3165, 4.1157], [-0.3253, 0.1586, 4.0143], [0.2870, -0.4229, 5.1481], [0.1593, 0.2448, 6.4197], [-0.0825, -0.4547, 2.7783], [0.5354, -1.6419, 2.4873], [0.5077, -1.8392, 1.1329], [-0.1447, -0.7125, 0.5502], [-0.4443, 0.1471, 1.5229], [-1.8541, 2.8775, 5.4519], [-1.5953, 1.7301, 3.2247], [0.8640, -1.3174, 5.1038], [0.6513, -0.1615, 7.2826], [0.9000, -2.3287, 3.2476], [0.8410, -2.6124, 0.4769], [-0.8748, 1.0705, 1.4408]], "mulliken_charge": [0.0773, 0.0124, 0.0465, 1.0509, 0.8181, -1.1290, 0.4097, 0.3914, 0.3434, -1.2436, 0.4055, 0.4373, 0.4178, -1.2273, 0.3514, 0.4511, 0.3644, -1.2477, 0.4282, 0.3881, 0.3880, -1.1980, 0.3607, 0.4361, 0.3735, -1.4229, 0.3954, 0.4667, 0.4090, 0.1044, 0.1943, -0.3972, -0.0395, 0.3941, -0.9534, -0.4583, 1.9664, -0.4638, -1.0773, 0.2619, -0.2069, -1.0629, -0.2604, -0.3417, 0.3929, 0.2936, 0.3090, 0.4670, 0.3967, 0.4120, 0.3147], "e_tot_ev": -41947.0337, "lumo_energy_ev": [-7.447, -7.374], "homo_ev": [-14.1473, -14.1522], "spin_multiplicity": 3, "orbital_gap_ev": [6.70, 6.78], "charge": 2}

---

{"formula": "C16H29MoN5O5", "method": "ωB97M-V with the def2-TZVPD basis set", "elements": ["Mo", "N", "C", "O", "C", "C", "H", "H", "H", "H", "H", "H", "C", "N", "C", "C", "O", "N", "C", "C", "H", "H", "H", "H", "H", "H", "H", "H", "H", "H", "H", "H", "C", "C", "C", "C", "C", "C", "O", "N", "C", "O", "N", "C", "O", "H", "H", "H", "H", "H", "H", "H", "H", "H", "H", "H"], "positions_angstrom": [[0.0069, 1.0030, 0.6183], [-0.9359, 3.2525, 3.9392], [-0.6730, 2.8196, 2.7334], [-0.0663, 1.7176, 2.5583], [-1.0725, 3.5959, 1.5119], [-0.3082, 3.0207, 0.3118], [-0.7004, 2.6882, 4.7437], [-1.4084, 4.1295, 4.0940], [-0.9036, 4.6649, 1.6499], [-2.1502, 3.4565, 1.3862], [0.7106, 3.4293, 0.2466], [-0.8018, 3.2020, -0.6442], [4.3038, 0.8619, -0.3882], [4.0134, -0.2290, 0.5451], [5.1838, -0.8860, 1.1293], [2.7748, -0.4232, 0.9750], [1.9114, 0.5349, 0.8230], [2.3819, -1.5608, 1.5598], [2.9638, -2.8698, 1.2577], [1.1307, -1.5713, 2.3087], [5.0872, 0.5305, -1.0665], [4.6518, 1.7483, 0.1433], [3.4215, 1.1083, -0.9693], [5.9273, -0.1185, 1.3403], [5.6217, -1.6096, 0.4429], [4.9237, -1.3720, 2.0638], [3.6088, -2.8081, 0.3876], [2.1534, -3.5605, 1.0260], [3.5246, -3.2640, 2.1041], [1.0024, -0.6447, 2.8651], [1.1569, -2.3873, 3.0276], [0.2671, -1.7442, 1.6508], [-3.5322, -2.6242, 1.0457], [-4.6534, -1.5902, 1.0338], [-4.2851, -0.2700, 0.3031], [-5.4735, 0.7153, 0.3449], [-5.1754, 2.0301, -0.3695], [-4.0207, -0.6213, -1.1590], [-4.8565, -1.0286, -1.9001], [-2.6862, -0.4617, -1.6617], [-1.6938, -0.0206, -0.9079], [-0.4936, 0.1662, -1.2893], [-1.8698, 0.3023, 0.4046], [-3.1180, 0.3435, 1.0497], [-3.1979, 0.8548, 2.1335], [-3.8604, -3.5254, 1.5602], [-2.6466, -2.2571, 1.5726], [-3.2418, -2.9211, 0.0345], [-4.9420, -1.3240, 2.0506], [-5.5344, -1.9914, 0.5327], [-5.7148, 0.8908, 1.3924], [-6.3267, 0.2196, -0.1166], [-4.3211, 2.5474, 0.0797], [-6.0296, 2.7008, -0.3007], [-4.9715, 1.8761, -1.4314], [-2.5224, -0.6881, -2.6377]], "mulliken_charge": [0.7991, -0.3517, 0.7695, -0.4808, -0.5990, -0.6825, 0.2680, 0.2320, 0.5080, 0.1798, 0.5413, 0.2913, -1.0739, 0.0427, -1.1358, 0.7402, -0.7792, 0.2116, -1.1762, -1.4050, 0.4025, 0.3467, 0.3426, 0.3977, 0.3525, 0.3921, 0.4135, 0.4297, 0.3453, 0.3202, 0.4453, 0.5698, -1.0680, -1.3454, 2.1289, -1.3071, -0.9366, -0.2042, -0.4860, 0.1360, 0.6639, -0.7042, 0.4109, -0.4743, -0.5722, 0.4992, 0.1565, 0.2928, 0.4946, 0.5105, 0.4808, 0.5013, 0.0232, 0.5050, 0.3014, 0.3355], "e_tot_ev": -36594.7860, "lumo_energy_ev": [-7.687, -7.050], "homo_ev": [-15.5043, -15.5810], "spin_multiplicity": 3, "orbital_gap_ev": [7.82, 8.53], "charge": 2}

---

{"formula": "C16H29N4O4", "method": "ωB97M-V with the def2-TZVPD basis set", "elements": ["C", "C", "C", "C", "C", "C", "N", "C", "C", "C", "N", "C", "O", "O", "H", "H", "H", "H", "H", "H", "H", "H", "H", "H", "H", "H", "H", "H", "H", "C", "O", "N", "C", "C", "H", "H", "H", "H", "H", "H", "H", "C", "O", "N", "C", "C", "H", "H", "H", "H", "H", "H", "H"], "positions_angstrom": [[-2.9193, 2.1937, -1.9933], [-2.1486, 1.1295, -2.1835], [-1.1294, -0.0897, -1.8350], [0.4349, 0.2864, -2.1282], [1.0733, -1.0688, -2.8108], [1.2099, -2.2169, -1.8770], [1.2438, 0.5348, -0.8960], [0.7065, 1.6536, -0.0519], [0.7003, 1.1394, 1.4808], [-0.2753, -0.1408, 1.7349], [-0.2298, -0.5730, 3.1746], [0.5845, 1.4404, -3.2677], [0.9095, 2.6680, -3.0368], [0.3452, 1.0775, -4.6218], [-3.6738, 3.0454, -1.7726], [-1.3940, -0.9267, -2.6006], [-1.3014, -0.5403, -0.7930], [1.3670, -1.1455, -3.9177], [2.1885, -2.4971, -1.3392], [0.2272, -2.8087, -1.6568], [2.1667, 0.8744, -1.2575], [1.4944, 2.5165, -0.0978], [-0.2813, 2.1134, -0.4153], [1.7788, 0.7473, 1.7048], [0.4026, 1.9851, 2.2134], [-0.0064, -1.0459, 1.0612], [-1.3902, 0.1070, 1.4886], [-1.1768, -0.9328, 3.4323], [0.4367, -1.3588, 3.2530], [-4.8443, 0.0737, 1.2586], [-3.8037, 0.5706, 0.8733], [-5.6705, -0.7128, 0.5031], [-6.8970, -1.2708, 1.0317], [-5.3051, -0.9960, -0.8719], [-5.2130, 0.2269, 2.2867], [-6.8467, -2.3614, 0.9707], [-7.7385, -0.9091, 0.4344], [-7.0446, -0.9769, 2.0730], [-4.3345, -1.4986, -0.8875], [-5.2211, -0.0548, -1.4209], [-6.0558, -1.6321, -1.3453], [4.4719, -0.7500, 1.6128], [3.7760, -1.4049, 0.8607], [5.5261, 0.0350, 1.2320], [6.3097, 0.7877, 2.1886], [5.8691, 0.1153, -0.1743], [4.2964, -0.7404, 2.7013], [6.2466, 1.8509, 1.9415], [7.3513, 0.4596, 2.1315], [5.9411, 0.6339, 3.2048], [5.0094, 0.4974, -0.7306], [6.1078, -0.8861, -0.5418], [6.7259, 0.7753, -0.3234]], "mulliken_charge": [-0.5544, -0.3011, -0.2712, 0.9872, -0.7427, -0.5165, 0.2195, -0.4076, -0.2540, 0.4861, -0.7759, 0.0067, -0.6685, -0.7960, 0.3152, 0.4157, 0.0481, 0.3930, 0.1268, 0.1985, 0.1167, 0.2968, 0.1527, -0.1488, 0.2960, 0.1165, -0.2163, 0.2561, 0.2683, 0.0202, -0.5154, 0.1509, -0.9563, -0.8339, 0.2645, 0.3355, 0.3371, 0.2881, 0.2483, 0.2729, 0.3626, 0.0529, -0.5590, 0.1281, -0.9418, -0.8744, 0.3220, 0.3370, 0.3358, 0.2965, 0.2163, 0.2912, 0.3742], "e_tot_ev": -31203.9460, "lumo_energy_ev": 2.383, "homo_ev": -3.5873, "orbital_gap_ev": 5.97, "charge": -1}

---

{"formula": "C16H29N5O6PPtS2", "method": "ωB97M-V with the def2-TZVPD basis set", "elements": ["Pt", "O", "S", "O", "O", "C", "C", "C", "C", "C", "C", "S", "O", "O", "O", "H", "H", "H", "H", "C", "C", "C", "C", "N", "N", "H", "H", "H", "H", "H", "H", "H", "H", "H", "H", "H", "H", "C", "N", "C", "N", "C", "N", "C", "P", "C", "C", "H", "H", "H", "H", "H", "H", "H", "H", "H", "H", "H", "H", "H"], "positions_angstrom": [[1.5316, -0.3993, -0.6917], [-2.9206, 0.4643, -1.5490], [-1.6053, 0.1426, -2.0456], [-1.0619, 1.0787, -2.9566], [-0.7259, 0.1919, -0.6459], [-1.5732, -1.5697, -2.5379], [-2.8140, -2.1910, -2.4519], [-2.9549, -3.5029, -2.8719], [-1.8635, -4.1864, -3.3852], [-0.6277, -3.5549, -3.4863], [-0.4878, -2.2452, -3.0559], [1.2080, -1.6209, -3.1052], [1.8094, -2.0572, -4.3030], [1.7903, -2.2327, -1.8525], [1.2017, -0.1693, -2.8201], [-3.6443, -1.6218, -2.0664], [-3.9216, -3.9833, -2.8056], [-1.9638, -5.2110, -3.7155], [0.2237, -4.0576, -3.9184], [4.5011, -2.5657, 0.3962], [4.1265, -1.4596, 1.3858], [4.9442, -1.6048, 2.6673], [2.6218, -1.5272, 1.7400], [4.4279, -0.1738, 0.7856], [3.9166, 0.0978, -0.4680], [4.4962, -3.5282, 0.9012], [5.5170, -2.3973, 0.0480], [3.8179, -2.6250, -0.4503], [4.6251, -2.4939, 3.2009], [4.8395, -0.7491, 3.3261], [5.9977, -1.7205, 2.4323], [2.3027, -2.5659, 1.7728], [1.9807, -1.0023, 0.9415], [2.4033, -1.0586, 2.6969], [4.5146, 0.6201, 1.4116], [4.2335, -0.6210, -1.1318], [4.2162, 1.0173, -0.8009], [-2.3801, 4.2783, 1.4476], [-2.6963, 3.5025, 0.1955], [-3.8225, 2.5357, 0.5127], [-3.4614, 1.7302, 1.6266], [-3.1758, 2.4996, 2.8173], [-2.0533, 3.3594, 2.4878], [-0.8217, 2.7231, 2.4182], [-0.8587, 1.4006, 0.7750], [-1.4899, 2.8084, -0.3176], [-2.5256, 0.6984, 1.3400], [-3.2547, 4.8709, 1.7385], [-1.5483, 4.9634, 1.2584], [-3.0245, 4.1427, -0.5380], [-3.9984, 1.8966, -0.3623], [-4.7234, 3.1162, 0.7452], [-2.9129, 1.8386, 3.6449], [-4.0433, 3.0989, 3.1093], [-0.6232, 2.1154, 3.2974], [0.0003, 3.4067, 2.2235], [-1.7014, 2.4028, -1.3088], [-0.6839, 3.5419, -0.4349], [-2.3828, 0.0673, 2.2159], [-2.9009, 0.0861, 0.5176]], "mulliken_charge": [0.7507, -0.6910, 1.3833, -0.5719, -0.0847, 0.2186, -0.5035, -0.8167, -0.6641, -1.0436, 0.4168, 1.5596, -0.6013, -0.5904, -0.6926, 0.5419, 0.4525, 0.4489, 0.5337, -1.5590, 1.1717, -1.7238, -0.1078, -0.0198, -0.5534, 0.4437, 0.4598, 0.3211, 0.4263, 0.4880, 0.4026, 0.5044, -0.8749, 0.4711, 0.2835, 0.3671, 0.2736, -0.7860, 0.1203, -0.8833, 0.2310, -0.8586, 0.3568, -0.5833, 0.5888, -0.7624, -0.7521, 0.3645, 0.3857, 0.4139, 0.4429, 0.4073, 0.3695, 0.3150, 0.4411, 0.4285, 0.3644, 0.6327, 0.4993, 0.4437], "e_tot_ev": -70969.0277, "lumo_energy_ev": [-12.673, -12.676], "homo_ev": [-16.2846, -17.0025], "orbital_gap_ev": [3.61, 4.33], "charge": 3}

---

What is the charge in the second record? +2

---

What is the charge in the fourth record? +3

---

Which of these has the lowest charge? C16H29N4O4

---

Which formula does entry 1 have? C16H29MoN3P2